# C5H6O

An isolated molecule of C5H6O at a distorted geometry (the ωB97M-V functional and the def2-TZVPD basis, the Open Molecules 2025 dataset).

Results
* Kohn-Sham gap: 9.685 eV
* F_max: 0.036 Eh/bohr
* relative energy (zero: lowest compared OMol25 entry of this formula, charge and spin): 24.72 kcal per mole
* lowest unoccupied orbital energy: 1.08 eV
* HOMO level: -8.6 eV
* multiplicity: 1

Structure (XYZ):
```
12
C5H6O | the Open Molecules 2025 dataset | the ωB97M-V functional and the def2-TZVPD basis
C -1.74 -0.16 -0.06
C -0.27 0.11 -0.03
C 0.47 1.16 -0.44
O 1.80 0.85 -0.43
C 1.91 -0.39 0.09
C 0.68 -0.86 0.41
H -2.33 0.68 0.32
H -1.99 -1.06 0.50
H -2.04 -0.35 -1.10
H 0.23 2.19 -0.65
H 2.92 -0.79 0.11
H 0.35 -1.33 1.31
```

***

# C2H3ClF2S

An isolated molecule of C2H3ClF2S at a distorted geometry (the ωB97M-V functional and the def2-TZVPD basis, the Open Molecules 2025 dataset).

Results
* Kohn-Sham gap: 10.204 eV
* F_max: 0.060 Eh/bohr
* relative energy (zero: lowest compared OMol25 entry of this formula, charge and spin): 8.99 kcal per mole
* lowest unoccupied orbital energy: 0.64 eV
* HOMO level: -9.6 eV
* multiplicity: 1

Structure (XYZ):
```
9
C2H3ClF2S | the Open Molecules 2025 dataset | the ωB97M-V functional and the def2-TZVPD basis
C -0.61 0.25 0.25
C 0.23 -0.72 -0.76
F 0.63 -1.78 -0.06
F -0.60 -1.14 -1.72
S 0.29 1.74 0.83
Cl 1.58 0.10 -1.49
H -1.53 0.47 -0.20
H -0.98 -0.32 1.13
H 0.99 1.39 2.00
```

***

# C5H9NO

A 2-piece molecular cluster, C5H9NO overall (the ωB97M-V functional and the def2-TZVPD basis, the Open Molecules 2025 dataset).

Results
* Kohn-Sham gap: 10.849 eV
* F_max: 0.015 Eh/bohr
* relative energy (zero: lowest compared OMol25 entry of this formula, charge and spin): 48.42 kcal per mole
* lowest unoccupied orbital energy: 0.89 eV
* HOMO level: -10.0 eV
* multiplicity: 1

Structure (XYZ):
```
16
C5H9NO | the Open Molecules 2025 dataset | the ωB97M-V functional and the def2-TZVPD basis
C -1.70 -0.18 0.04
C -0.48 -0.36 0.54
C -0.04 0.17 1.88
C 0.57 -1.13 -0.24
N 1.69 -0.30 -0.64
C 1.85 0.89 -0.79
O 2.13 2.02 -0.95
H -2.00 -0.59 -0.92
H -0.70 0.81 -2.41
H -2.45 0.39 0.59
H 0.00 -0.64 2.62
H -0.72 0.94 2.25
H 0.97 0.60 1.83
H 0.98 -1.95 0.36
H 0.12 -1.58 -1.14
H -0.22 0.90 -2.98
```

***

# C16H18F12MgN2O17S4

C16H18F12MgN2O17S4 as an isolated structure at a distorted geometry (the ωB97M-V functional and the def2-TZVPD basis, the Open Molecules 2025 dataset).

Results
* Kohn-Sham gap: 7.971 eV
* F_max: 0.122 Eh/bohr
* relative energy (zero: lowest compared OMol25 entry of this formula, charge and spin): 0.00 kcal per mole
* lowest unoccupied orbital energy: -2.41 eV
* HOMO level: -10.4 eV
* multiplicity: 1

Structure (XYZ):
```
70
C16H18F12MgN2O17S4 | the Open Molecules 2025 dataset | the ωB97M-V functional and the def2-TZVPD basis
Mg -0.84 0.97 -3.27
C -2.78 -2.40 -5.11
F -3.67 -1.62 -5.78
F -3.35 -2.67 -4.00
F -2.62 -3.46 -5.78
S -1.00 -1.45 -4.98
O -0.34 -1.54 -3.65
O -0.16 -1.92 -6.07
N -1.36 0.25 -4.91
S -1.78 0.61 -6.43
O -2.15 -0.52 -7.29
O -2.85 1.60 -6.42
C -0.29 1.52 -7.27
F -0.03 2.67 -6.65
F 0.66 0.64 -7.17
F -0.59 1.60 -8.61
C -1.71 2.63 0.67
F -2.79 2.20 -0.06
F -1.69 3.93 0.66
F -1.76 2.13 1.92
S -0.14 1.91 -0.25
O 0.49 3.02 -0.92
O 0.57 1.28 0.83
N -0.81 0.82 -1.43
S -1.23 -0.52 -0.65
O -1.88 -0.39 0.68
O -1.97 -1.30 -1.61
C 0.46 -1.54 -0.14
F 0.15 -2.82 -0.18
F 1.40 -1.27 -1.03
F 0.90 -1.28 1.06
C 3.26 5.06 -0.39
C 3.52 3.61 -0.69
C 4.99 3.38 -0.66
O 5.05 2.06 -0.22
C 4.00 1.75 0.54
O 3.85 0.76 1.23
O 3.21 2.81 0.45
H 2.19 5.21 -0.43
H 3.76 5.69 -1.14
H 3.73 5.35 0.55
H 2.94 3.25 -1.54
H 5.63 4.04 -0.08
H 5.38 3.39 -1.68
C -1.28 -5.72 2.19
C -2.00 -4.95 3.38
C -3.35 -4.30 3.06
O -4.34 -5.03 3.79
C -3.67 -5.92 4.55
O -4.26 -6.82 5.11
O -2.34 -5.81 4.43
H -0.94 -5.06 1.39
H -1.98 -6.40 1.71
H -0.50 -6.43 2.44
H -1.23 -4.23 3.67
H -3.55 -4.44 2.00
H -3.36 -3.23 3.27
C 2.74 1.63 4.46
C 1.35 1.45 3.86
C 0.35 0.44 4.42
O -0.68 1.15 4.80
C -0.51 2.52 4.61
O -1.34 3.41 4.90
O 0.72 2.70 3.98
H 3.27 0.69 4.33
H 2.53 1.86 5.50
H 3.44 2.36 4.05
H 1.49 1.07 2.85
H 0.80 0.08 5.35
H 0.29 -0.45 3.79
```